Below is C53H49ClInN3O6P2S as an isolated structure in a non-equilibrium geometry, with properties calculated with ωB97M-V/def2-TZVPD.

The geometry in XYZ format:
```
116
Properties=species:S:1:pos:R:3:mulliken_charge:R:1
H 16.458 18.550 14.080 0.593
C 15.749 15.660 7.676 -0.091
C 9.963 19.559 9.955 0.675
C 17.428 13.108 16.828 -0.317
H 7.472 19.591 10.087 0.437
H 9.057 20.755 11.482 0.475
H 13.015 16.048 9.638 0.619
O 16.393 15.030 12.604 -0.709
H 11.227 13.906 10.591 0.286
H 16.642 20.051 12.150 0.323
H 10.561 18.684 8.045 0.342
H 12.722 19.701 15.218 0.299
C 16.512 14.961 8.549 -1.576
C 11.158 18.286 14.838 -0.242
P 9.734 17.969 10.723 0.266
O 14.479 12.559 11.876 -0.481
C 14.434 15.969 8.003 -1.032
C 13.197 18.625 13.049 0.422
C 10.507 19.592 8.649 -0.765
C 8.609 15.668 12.060 -0.178
C 6.102 16.265 11.914 -0.894
H 11.371 13.083 13.005 0.594
C 9.828 14.424 13.675 -0.550
C 10.701 13.877 12.701 -0.462
P 11.700 17.627 13.271 1.008
C 13.460 9.465 9.168 -0.669
H 19.124 11.639 13.153 0.245
H 4.029 16.546 11.913 0.296
H 8.543 17.695 17.054 0.385
H 17.056 14.083 17.098 0.388
C 9.439 15.038 10.981 0.002
In 14.324 14.688 12.354 0.563
H 14.774 14.959 15.669 0.212
C 5.888 19.370 11.513 -0.147
H 11.451 20.868 17.038 0.265
C 5.014 17.068 11.958 -0.501
H 16.208 16.051 6.756 0.363
S 15.756 12.078 11.164 1.530
C 15.689 19.646 12.425 -0.628
H 14.730 20.648 10.814 0.466
C 13.998 15.960 17.186 -0.763
H 14.993 16.206 17.635 0.271
H 9.387 19.779 17.971 0.302
H 5.541 20.425 11.559 0.274
C 13.365 19.457 11.949 -0.369
H 10.084 14.195 14.727 0.127
C 19.604 11.515 14.094 -1.517
H 20.090 10.507 14.056 0.410
C 16.753 14.585 13.765 0.965
H 13.597 15.050 17.721 0.273
C 14.601 19.998 11.654 -0.644
H 18.382 9.585 15.702 0.318
Cl 17.013 9.393 18.144 -0.268
H 6.077 15.203 12.130 0.303
C 11.715 19.368 15.483 -0.326
H 17.089 10.605 9.186 0.363
C 15.595 18.768 13.520 -0.897
C 15.217 10.698 10.210 -0.156
H 10.492 22.819 10.789 0.339
C 18.625 11.737 15.211 1.377
O 18.763 14.131 15.166 -0.598
C 7.495 16.610 11.781 0.614
H 11.570 20.652 7.144 0.446
H 13.588 7.313 7.239 0.293
O 14.069 15.663 15.799 -0.024
H 9.148 15.215 9.951 0.513
C 15.823 14.370 9.684 1.028
C 16.062 10.265 9.169 -0.664
C 14.314 18.307 13.861 -0.407
C 18.122 10.616 15.969 -0.829
C 13.910 10.326 10.181 -0.247
C 14.250 9.165 8.070 1.148
H 20.431 12.258 14.191 0.325
C 9.938 19.295 17.148 -0.379
H 8.073 15.642 14.157 0.376
H 18.825 14.076 13.190 0.257
O 16.031 14.027 14.670 -0.994
C 11.051 19.912 16.596 -0.582
C 15.584 9.585 8.087 -0.851
C 17.344 10.756 17.129 0.212
H 14.316 8.501 6.085 0.436
H 11.418 22.842 8.503 0.377
C 9.695 20.760 10.601 -0.227
H 13.754 16.418 7.306 0.434
C 10.510 14.274 11.347 -0.430
C 10.045 17.657 15.430 -0.029
C 11.055 20.716 8.071 -0.549
H 13.208 10.683 10.944 0.394
C 8.760 15.241 13.357 -0.319
H 12.704 8.741 6.655 0.334
C 7.070 18.975 10.901 -0.610
H 16.255 9.248 7.219 0.172
H 16.245 12.253 18.337 0.340
C 18.230 14.656 13.931 -0.521
H 9.912 19.109 12.726 0.309
N 14.620 14.899 10.130 0.027
C 4.993 18.483 12.081 -0.715
H 14.187 17.576 14.636 0.611
H 9.810 16.591 15.095 -0.210
C 18.366 12.980 15.748 0.136
C 7.832 17.883 11.236 -0.189
H 4.128 18.793 12.654 0.316
O 16.884 11.686 11.968 -0.658
C 10.975 21.942 8.857 -0.470
H 12.441 9.060 9.206 0.326
C 16.943 12.061 17.503 -0.486
C 9.409 18.164 16.562 -0.526
N 16.265 13.184 10.131 -0.495
C 13.982 15.715 9.285 -0.103
N 10.517 18.409 12.269 -0.096
C 13.713 8.361 6.910 -1.471
C 10.428 21.913 10.159 -0.928
H 17.465 14.516 8.343 0.413
H 12.524 19.770 11.300 0.074
H 13.277 16.751 17.403 0.248
H 18.465 15.744 13.794 0.257
```

Calculated values
- largest force on an atom (Eh/bohr) = 0.0752
- M (Da) = 1068.28
- energy (Eh) = -4395.82019
- charge = -2
- highest occupied orbital energy (spin up / spin down) (hartree) = -0.0025 / -0.0004
- energy above the lowest of the compared OMol25 structures with the same formula, charge and spin (kcal/mol) = 22.2
- HOMO-LUMO gap (spin up / spin down) (Eh) = 0.1341 / 0.1320